Arrangement i

Molecular formula: C4H7NO
Method: DFT, the ωB97M-V functional and the def2-TZVPD basis

Output
HOMO-LUMO gap (eV): 10.769
Multiplicity: 1

Positions of all 13 atoms, in Å:
C 1.439 -0.541 -0.015
C 0.001 -0.084 -0.063
C -1.035 -0.965 0.558
O -2.219 -0.838 0.332
C -0.323 1.375 -0.016
N -0.480 0.632 -1.246
H 1.697 -1.194 -0.852
H 2.114 0.317 -0.037
H 1.628 -1.082 0.919
H -0.671 -1.762 1.237
H -1.201 1.693 0.540
H 0.519 2.063 -0.011
H -1.467 0.387 -1.345

=====

Arrangement ii

Molecular formula: C4H7NO
Method: DFT, the ωB97M-V functional and the def2-TZVPD basis

Output
HOMO-LUMO gap (eV): 10.486
Multiplicity: 1

Positions of all 13 atoms, in Å:
O 2.714 -0.433 -0.214
N 1.896 0.668 -0.056
C 0.658 0.401 -0.085
C -0.130 -0.888 -0.218
C -1.397 -0.068 0.150
C -0.563 1.246 0.194
H 2.161 -1.232 -0.134
H -0.127 -1.321 -1.225
H 0.152 -1.671 0.497
H -2.184 -0.085 -0.607
H -1.827 -0.352 1.112
H -0.818 1.981 -0.576
H -0.534 1.753 1.163

=====

Arrangement iii

Molecular formula: C4H7NO
Method: DFT, the ωB97M-V functional and the def2-TZVPD basis

Output
HOMO-LUMO gap (eV): 10.712
Multiplicity: 1

Positions of all 13 atoms, in Å:
N -2.421 1.741 -0.277
C -1.731 0.822 -0.118
C -0.800 -0.275 0.035
C 0.794 0.179 -0.493
C -0.089 -0.735 -1.200
H -1.206 -1.063 0.698
H 1.821 -0.146 -0.266
H 0.752 1.254 -0.638
H 0.235 -1.765 -1.073
H -0.480 -0.466 -2.160
O 1.262 -0.176 1.896
H 1.506 0.743 2.039
H 0.355 -0.112 1.557

=====

Calculated relative energies: arrangement i 0.0; arrangement ii 126.1; arrangement iii 145.7, given in kJ/mol

=====

Arrangement i

Molecular formula: C4H7NO
Method: DFT, the ωB97M-V functional and the def2-TZVPD basis

Output
HOMO-LUMO gap (eV): 10.592
Multiplicity: 1

Positions of all 13 atoms, in Å:
C -0.480 -1.278 -0.792
C -1.512 -0.585 -0.313
C -1.651 0.824 -0.562
N -1.736 1.965 -0.745
H -0.355 -2.331 -0.561
H 0.276 -0.815 -1.419
H -2.272 -1.044 0.312
H 0.521 0.005 2.147
H -0.207 0.045 2.305
C 1.851 0.812 -0.095
O 2.336 0.092 0.742
H 2.232 0.827 -1.135
H 0.997 1.484 0.117

=====

Arrangement ii

Molecular formula: C4H7NO
Method: DFT, the ωB97M-V functional and the def2-TZVPD basis

Output
HOMO-LUMO gap (eV): 10.573
Multiplicity: 1

Positions of all 13 atoms, in Å:
C -0.093 0.596 -0.098
C 0.040 -0.681 0.648
C 0.013 -1.279 -0.861
C -0.363 1.931 0.532
N -0.093 0.279 -1.330
O 1.180 -1.972 -0.991
H 0.984 -0.936 1.199
H -0.672 -0.784 1.415
H -0.846 -1.882 -1.054
H -1.150 1.858 1.378
H -0.751 2.791 -0.088
H 0.482 2.408 1.125
H 1.272 -2.329 -1.876

=====

Arrangement iii

Molecular formula: C4H7NO
Method: DFT, the ωB97M-V functional and the def2-TZVPD basis

Output
HOMO-LUMO gap (eV): 11.032
Multiplicity: 1

Positions of all 13 atoms, in Å:
C 1.527 -0.851 -0.487
C 0.482 -0.037 0.233
C -0.167 1.125 -0.426
N -0.877 -0.154 -0.262
C -1.912 -0.106 0.689
O -1.771 -0.218 1.885
H 1.487 -1.903 -0.187
H 2.525 -0.474 -0.249
H 1.392 -0.803 -1.572
H 0.569 0.005 1.318
H -0.481 1.945 0.219
H 0.085 1.400 -1.448
H -2.903 0.033 0.211

=====

Calculated relative energies: arrangement i 170.3; arrangement ii 93.4; arrangement iii 0.0, given in kJ/mol

=====

Arrangement i

Molecular formula: C4H7NO
Method: DFT, the ωB97M-V functional and the def2-TZVPD basis

Output
HOMO-LUMO gap (eV): 11.328
Multiplicity: 1

Positions of all 13 atoms, in Å:
N -1.211 1.781 1.322
C -1.283 0.726 0.852
C -1.241 -0.584 0.195
C 0.100 -0.779 -0.572
C 1.123 0.358 -0.489
O 1.664 0.517 0.805
H -1.389 -1.357 0.959
H -2.099 -0.654 -0.485
H 0.593 -1.676 -0.186
H -0.112 -0.950 -1.633
H 1.951 0.079 -1.151
H 0.708 1.302 -0.871
H 1.197 1.236 1.252

=====

Arrangement ii

Molecular formula: C4H7NO
Method: DFT, the ωB97M-V functional and the def2-TZVPD basis

Output
HOMO-LUMO gap (eV): 9.932
Multiplicity: 1

Positions of all 13 atoms, in Å:
C -1.550 0.242 -0.484
N -0.472 -0.044 -1.137
C 0.311 -1.051 -0.425
C 1.213 -0.159 0.416
C 0.466 1.117 0.502
O 0.772 2.261 0.367
H -2.120 1.079 -0.859
H -2.127 -0.457 0.136
H 0.881 -1.655 -1.125
H -0.312 -1.721 0.184
H 1.442 -0.501 1.418
H 2.142 0.074 -0.086
H -0.646 0.816 1.093

=====

Calculated relative energies: arrangement i 0.0; arrangement ii 218.0, given in kJ/mol

=====

Arrangement i

Molecular formula: C4H7NO
Method: DFT, the ωB97M-V functional and the def2-TZVPD basis

Output
HOMO-LUMO gap (eV): 10.784
Multiplicity: 1

Positions of all 13 atoms, in Å:
H -1.496 2.219 -0.965
N -1.313 2.049 0.030
C -0.585 1.021 0.002
C 0.005 0.205 1.131
C 0.824 -0.869 0.372
C 0.193 -0.845 -1.049
O -0.215 0.501 -1.199
H 0.597 0.855 1.789
H -0.783 -0.210 1.771
H 0.787 -1.847 0.861
H 1.872 -0.553 0.340
H -0.694 -1.491 -1.149
H 0.808 -1.035 -1.937

=====

Arrangement ii

Molecular formula: C4H7NO
Method: DFT, the ωB97M-V functional and the def2-TZVPD basis

Output
HOMO-LUMO gap (eV): 8.889
Multiplicity: 1

Positions of all 13 atoms, in Å:
C 0.565 -1.150 0.518
C -0.750 -1.002 -0.245
O -1.509 0.176 0.106
C -0.999 1.419 -0.077
N 0.211 1.666 -0.358
C 1.387 1.546 -0.834
H 0.415 -1.080 1.603
H 1.019 -2.116 0.277
H -0.542 -1.029 -1.329
H -1.441 -1.814 0.019
H -1.740 2.203 0.102
H 2.108 1.577 0.017
H 1.274 -0.397 0.201

=====

Calculated relative energies: arrangement i 0.0; arrangement ii 282.7, given in kJ/mol

=====

Arrangement i

Molecular formula: C4H7NO
Method: DFT, the ωB97M-V functional and the def2-TZVPD basis

Output
HOMO-LUMO gap (eV): 9.370
Multiplicity: 1

Positions of all 13 atoms, in Å:
C 1.610 1.135 0.118
C 0.362 0.622 -0.596
N 0.345 -0.830 -0.527
C -0.627 -1.482 -0.039
C -1.929 -0.984 0.521
O -2.725 -1.764 0.991
H 1.714 2.216 -0.017
H 2.500 0.641 -0.281
H 1.556 0.925 1.192
H -0.532 1.114 -0.190
H 0.423 0.880 -1.660
H -0.549 -2.573 -0.003
H -2.148 0.099 0.489

=====

Arrangement ii

Molecular formula: C4H7NO
Method: DFT, the ωB97M-V functional and the def2-TZVPD basis

Output
HOMO-LUMO gap (eV): 10.580
Multiplicity: 1

Positions of all 13 atoms, in Å:
O 1.505 1.072 0.181
C 0.827 0.143 -0.607
C 0.969 -1.361 -0.309
C -0.281 -0.625 -0.023
C -1.680 -0.727 0.233
N -1.028 -0.394 1.259
H 1.138 1.022 1.074
H 0.813 0.453 -1.650
H 1.602 -1.628 0.535
H 1.000 -2.052 -1.149
H -2.703 -0.955 -0.045
H -0.989 2.333 0.506
H -1.207 2.822 -0.010

=====

Calculated relative energies: arrangement i 0.0; arrangement ii 317.1, given in kJ/mol

=====

Arrangement i

Molecular formula: C4H7NO
Method: DFT, the ωB97M-V functional and the def2-TZVPD basis

Output
HOMO-LUMO gap (eV): 10.936
Multiplicity: 1

Positions of all 13 atoms, in Å:
C -1.423 0.560 -0.868
C -0.068 -0.012 -0.555
C 1.077 0.762 -0.033
N 0.252 -0.005 0.882
C 0.655 -1.227 1.421
O 0.545 -2.286 0.852
H -2.188 -0.170 -0.570
H -1.572 1.488 -0.304
H -1.540 0.746 -1.940
H 0.198 -0.908 -1.123
H 2.059 0.375 -0.280
H 1.010 1.835 0.061
H 1.007 -1.154 2.458

=====

Arrangement ii

Molecular formula: C4H7NO
Method: DFT, the ωB97M-V functional and the def2-TZVPD basis

Output
HOMO-LUMO gap (eV): 10.507
Multiplicity: 1

Positions of all 13 atoms, in Å:
C -1.722 -0.309 0.069
N -1.312 1.080 0.248
C -0.622 0.290 -0.766
C 0.825 -0.222 -0.585
C 1.859 0.024 0.499
O 0.894 -1.001 0.593
H -1.471 -1.030 0.843
H -2.728 -0.434 -0.337
H -0.716 1.139 1.069
H -0.924 0.538 -1.786
H 1.271 -0.555 -1.527
H 2.856 -0.444 0.597
H 1.807 0.960 1.055

=====

Calculated relative energies: arrangement i 0.0; arrangement ii 183.6, given in kJ/mol

=====

Arrangement i

Molecular formula: C3H12NO2
Method: DFT, the ωB97M-V functional and the def2-TZVPD basis

Output
HOMO-LUMO gap (eV): 9.714
Net charge: +1
Multiplicity: 1

Positions of all 18 atoms, in Å:
C -0.719 0.261 0.504
O -0.842 1.115 1.662
C -1.302 0.828 -0.836
C -0.583 0.250 -2.079
N -0.971 2.257 -0.532
H -1.422 -0.531 0.794
H 0.359 -0.216 0.366
H -0.301 0.540 2.261
H -2.424 0.790 -0.629
H 0.534 0.089 -1.935
H -0.780 -0.757 -2.497
H -0.667 0.921 -2.886
H 0.061 2.501 -0.568
H -1.394 2.480 0.450
H -1.428 3.030 -1.163
H 4.658 -4.958 2.303
H 3.222 -4.272 2.081
O 3.998 -4.328 2.705

=====

Arrangement ii

Molecular formula: C3H12NO2
Method: DFT, the ωB97M-V functional and the def2-TZVPD basis

Output
HOMO-LUMO gap (eV): 11.076
Net charge: +1
Multiplicity: 1

Positions of all 18 atoms, in Å:
C 0.644 1.088 -2.310
C 0.525 0.899 -0.841
C 0.899 1.673 0.165
N -0.057 -0.417 -0.390
H 1.593 0.714 -2.659
H -0.191 0.614 -2.846
H 0.380 2.161 -2.408
H 0.814 1.474 1.201
H 1.518 2.525 -0.109
H -0.935 -0.593 -0.881
H -0.262 -0.452 0.611
H 0.571 -1.195 -0.601
H -0.181 -3.630 0.739
H -1.510 -3.122 0.536
O -0.602 -2.854 0.328
H -0.789 -0.281 2.858
H -1.524 1.078 2.767
O -0.836 0.543 2.359

=====

Arrangement iii

Molecular formula: C3H12NO2
Method: DFT, the ωB97M-V functional and the def2-TZVPD basis

Output
HOMO-LUMO gap (eV): 11.848
Net charge: +1
Multiplicity: 1

Positions of all 18 atoms, in Å:
O -1.589 1.637 0.293
C -0.696 1.606 -0.802
C -0.610 0.096 -1.100
N 0.058 -0.488 0.118
C -0.372 -1.937 0.194
H -1.835 2.517 0.536
H -1.122 2.127 -1.662
H 0.271 2.071 -0.619
H -0.036 -0.197 -1.975
H -1.601 -0.306 -1.287
H -0.322 -0.047 0.955
H 1.094 -0.541 0.141
H -1.427 -2.019 0.473
H 0.066 -2.364 1.089
H -0.070 -2.517 -0.671
H 2.947 0.853 1.594
H 2.811 -0.635 1.575
O 2.434 0.142 1.147

=====

Calculated relative energies: arrangement i 153.0; arrangement ii 13.1; arrangement iii 0.0, given in kJ/mol

=====

Arrangement i

Molecular formula: C4H4Cl2
Method: DFT, the ωB97M-V functional and the def2-TZVPD basis

Output
HOMO-LUMO gap (spin up / spin down) (eV): 8.376 / 5.933
Multiplicity: 1

Positions of all 10 atoms, in Å:
C 0.456 -0.103 -1.187
C 0.031 -0.316 1.034
C 0.539 0.786 0.120
C -0.596 0.025 -0.247
Cl 1.267 2.289 0.287
Cl -3.461 -0.936 0.351
H 0.318 0.187 -2.197
H 1.088 -1.010 -1.082
H 0.701 -1.155 1.048
H -0.343 0.231 1.872

=====

Arrangement ii

Molecular formula: C4H4Cl2
Method: DFT, the ωB97M-V functional and the def2-TZVPD basis

Output
HOMO-LUMO gap (eV): 11.281
Multiplicity: 1

Positions of all 10 atoms, in Å:
Cl -1.683 1.641 0.918
C -0.836 0.106 0.638
C -0.686 -0.273 -0.814
C 0.602 -0.305 -0.946
C 0.868 0.204 0.517
Cl 1.800 -0.706 1.650
H -1.070 -0.819 1.196
H -1.533 -0.343 -1.673
H 1.132 -0.647 -1.842
H 1.406 1.142 0.357

=====

Calculated relative energies: arrangement i 417.5; arrangement ii 0.0, given in kJ/mol